Record 1
Here is a 2-piece molecular cluster, C9H14N2O2 overall at a distorted geometry from the OMol25 dataset. Energies are from ωB97M-V/def2-TZVPD.

The geometry in XYZ format:
```
27
Properties=species:S:1:pos:R:3:forces:R:3:nbo_charge:R:1
C -2.236 2.013 -1.784 -1.141 -1.851 3.107 -0.579
C -1.232 1.679 -0.611 -0.295 0.680 -2.071 -0.461
C -1.341 0.275 -0.238 -3.227 0.828 1.329 0.393
C -2.728 -0.057 0.384 1.661 0.248 -0.260 -0.705
N -0.463 -0.562 -0.423 2.198 -1.612 -1.351 -0.487
C -0.555 -1.938 -0.279 0.140 -0.540 0.841 0.662
C -0.353 -2.453 1.100 -0.101 -2.217 3.350 -0.745
O -0.713 -2.729 -1.172 -0.184 0.487 -0.804 -0.545
H -1.884 2.905 -2.171 -0.063 1.871 -1.064 0.218
H -3.298 1.969 -1.411 1.002 0.823 -0.300 0.204
H -2.230 1.222 -2.472 0.469 -0.930 -1.393 0.211
H -0.274 1.952 -1.012 0.737 -0.105 0.130 0.217
H -1.483 2.316 0.192 -0.139 0.750 1.127 0.215
H -2.496 -0.803 1.136 -0.535 -0.243 0.152 0.225
H -3.118 0.853 0.872 -0.251 -0.604 -0.480 0.223
H -3.318 -0.484 -0.425 -0.503 0.144 0.324 0.244
H 0.691 -2.748 1.435 -0.868 0.685 -0.998 0.256
H -0.918 -3.451 1.281 0.747 1.605 -0.818 0.246
H -0.722 -1.815 1.938 0.295 0.018 -0.826 0.213
C 3.354 0.115 1.179 1.183 0.052 -0.338 -0.371
C 4.674 -0.102 0.613 -5.732 2.935 -3.017 -0.044
N 4.658 0.293 -0.661 -0.139 -0.500 1.971 -0.099
O 3.400 0.768 -0.843 -0.419 1.530 -3.117 -0.275
C 2.612 0.699 0.197 -0.047 -1.009 1.693 0.129
H 3.082 -0.157 2.153 -0.486 -0.197 1.065 0.222
H 5.368 -0.723 0.896 4.059 -2.656 1.935 0.198
H 1.521 0.962 0.127 1.638 -0.195 -0.184 0.233
```
Forces are in eV/Å.

The energy above the lowest of the compared OMol25 structures with the same formula, charge and spin is 95.44 kcal/mol. The HOMO energy is -9.63 eV. As for the SMILES: CC/C(C)=N/C(C)=O.c1cnoc1. The gap between HOMO and LUMO comes out at 10.25 eV.

Record 2
Here is C5H8N2 as an isolated structure from the OMol25 dataset. Energies are from ωB97M-V/def2-TZVPD.

The geometry in XYZ format:
```
15
Properties=species:S:1:pos:R:3:forces:R:3:nbo_charge:R:1
C 0.838 -1.199 -1.344 0.028 -0.013 -0.079 -0.625
C 0.231 -0.665 -0.077 0.433 0.271 0.103 -0.033
C 0.313 -0.954 1.360 -0.107 -0.164 0.264 -0.281
N 0.693 0.318 0.683 -0.088 -0.176 -0.311 -0.303
C -0.646 2.071 0.655 -0.079 0.053 -0.095 -0.443
C -1.313 1.569 -0.406 -0.130 -0.544 -0.067 0.326
N -1.671 0.672 -1.125 0.162 0.491 0.563 -0.487
H 1.831 -1.609 -1.135 -0.088 0.035 -0.037 0.223
H 0.932 -0.381 -2.065 0.038 -0.131 0.057 0.230
H 0.214 -1.982 -1.784 0.108 0.112 0.077 0.224
H -1.011 -0.244 -0.621 -0.058 0.050 -0.089 0.305
H -0.580 -1.003 1.979 0.008 0.109 -0.223 0.190
H 1.178 -1.485 1.772 -0.255 0.040 -0.006 0.181
H -1.237 2.192 1.561 0.224 -0.102 0.000 0.241
H 0.226 2.701 0.546 -0.195 -0.030 -0.157 0.253
```
Forces are in eV/Å.

The energy above the lowest of the compared OMol25 structures with the same formula, charge and spin is 116.95 kcal/mol. The HOMO energy is -9.13 eV. The gap between HOMO and LUMO comes out at 9.48 eV.

Record 3
Here is C5H10S3 as an isolated structure at a distorted geometry from the OMol25 dataset. Energies are from ωB97M-V/def2-TZVPD.

The geometry in XYZ format:
```
18
Properties=species:S:1:pos:R:3:forces:R:3:nbo_charge:R:1
C 0.209 1.364 -0.835 -3.169 0.783 -0.678 -0.550
C -0.041 -0.001 -0.376 -0.889 -2.856 -1.031 -0.288
C -1.185 -0.356 0.499 -1.139 -0.427 2.090 -0.354
C -0.543 -1.684 1.009 1.308 -0.506 -0.145 -0.394
C 0.721 -0.971 0.428 3.465 1.145 2.283 -0.332
H 1.845 1.747 0.906 -2.071 1.759 -1.044 0.128
H -0.972 1.614 -1.167 3.366 0.092 0.287 0.256
H 0.961 1.460 -1.582 -0.100 -0.375 -1.234 0.239
H -0.116 -0.751 -1.149 -1.079 0.766 -2.124 0.205
H -1.186 0.150 1.480 -0.544 0.970 -0.895 0.241
H -3.420 0.317 0.607 0.585 -1.104 -1.691 0.148
H -0.556 -1.948 2.205 -0.067 0.497 -3.434 0.238
H -0.770 -2.473 0.277 -0.316 -0.340 0.911 0.212
H 0.990 -0.246 1.154 1.378 -0.121 1.832 0.215
H 3.713 -0.713 0.691 -3.018 -1.594 -2.131 0.131
S 0.710 2.584 0.354 2.098 -1.258 2.214 -0.030
S -2.711 -0.414 -0.410 -1.809 1.432 2.047 -0.018
S 2.285 -1.499 -0.430 2.000 1.136 2.743 -0.048
```
Forces are in eV/Å.

The energy above the lowest of the compared OMol25 structures with the same formula, charge and spin is 133.34 kcal/mol. The HOMO energy is -9.14 eV. The gap between HOMO and LUMO comes out at 8.13 eV.

Record 4
Here is C4H13N2O as an isolated structure at a distorted geometry from the OMol25 dataset. Energies are from ωB97M-V/def2-TZVPD.

The geometry in XYZ format:
```
20
Properties=species:S:1:pos:R:3:forces:R:3:nbo_charge:R:1
C 0.589 1.315 0.607 -4.611 3.042 -0.590 0.088
C 0.290 -0.193 0.457 -0.171 -1.766 -0.668 -0.641
C 0.927 -0.829 -0.756 -0.974 1.229 1.925 0.437
C 0.194 -1.158 -1.965 -1.654 -1.861 -0.620 -0.425
N -1.071 -2.003 -1.533 0.863 0.566 0.961 -0.756
N 0.056 2.178 1.476 3.583 -1.365 -0.688 -0.626
H 0.560 1.762 -0.398 0.289 -0.085 0.087 0.211
H 1.910 1.354 0.757 3.138 -0.044 0.782 -0.017
H 0.498 -0.673 1.439 0.317 -0.142 -0.725 0.311
H -0.803 -0.245 0.294 0.296 0.496 0.368 0.337
H 2.602 1.162 1.129 -0.203 0.036 -0.549 0.180
H 0.807 -1.794 -2.616 0.038 0.651 -0.100 0.246
H -1.252 -2.774 -2.190 0.574 0.356 0.510 0.406
H -0.911 -2.333 -0.576 -0.420 -0.459 -0.644 0.368
H -1.285 1.577 1.545 -3.067 -1.568 0.158 0.458
H 0.288 1.979 2.464 -0.841 -0.388 -0.324 0.375
H -0.415 -0.413 -2.533 1.376 0.433 0.485 0.331
H 1.984 -1.042 -0.658 0.237 -0.256 -0.371 0.224
H -2.909 1.275 1.445 0.149 0.155 0.103 0.488
O -2.059 0.854 1.612 1.083 0.972 -0.099 -0.997
```
Forces are in eV/Å.

Its net charge is +1. The energy above the lowest of the compared OMol25 structures with the same formula, charge and spin is 221.92 kcal/mol. The HOMO energy is -13.70 eV. The gap between HOMO and LUMO comes out at 5.99 eV.

Record 5
Here is C59H49ErN5O7Se as an isolated structure at a distorted geometry from the OMol25 dataset. Energies are from ωB97M-V/def2-TZVPD.

The geometry in XYZ format:
```
122
Properties=species:S:1:pos:R:3:forces:R:3:lowdin_spin:R:1
Er -0.220 -0.215 -0.437 -0.513 -0.624 0.223 3.024
C -7.929 0.795 5.917 -0.058 -1.012 0.658 0.000
O -6.776 -0.071 5.782 -1.271 0.980 -0.364 0.000
C -6.179 -0.147 4.557 0.094 -1.230 -0.993 0.000
C -5.777 -1.484 4.253 0.871 0.327 0.607 0.000
C -4.795 -1.707 3.311 -1.253 2.336 -1.189 0.000
C -4.446 -0.622 2.455 2.305 -1.729 -0.514 0.000
C -5.008 0.624 2.612 0.124 1.094 -0.394 0.000
C -5.909 0.889 3.631 -0.661 0.061 1.945 0.000
C -3.279 -0.872 1.458 -0.727 0.456 0.394 -0.001
C -2.121 -1.507 1.912 0.327 0.182 -0.261 0.001
C -1.875 -1.935 3.273 0.493 -0.011 0.135 0.001
C -0.670 -2.577 3.247 -0.854 -0.444 1.971 0.000
C -0.152 -2.549 1.930 1.482 1.405 -1.616 0.001
N -1.007 -1.823 1.106 -0.426 -0.646 1.467 -0.006
C 1.225 -2.892 1.612 -1.334 1.083 -1.792 -0.003
C 1.857 -2.661 0.322 -2.979 0.249 1.139 0.002
C 3.136 -3.152 -0.028 1.115 0.152 -1.814 -0.001
C 3.285 -2.952 -1.385 -0.379 -0.215 0.965 0.002
C 2.074 -2.293 -1.863 -0.500 -0.160 1.108 -0.001
C 1.796 -1.935 -3.169 -1.085 1.411 -1.345 0.002
C 2.720 -2.368 -4.329 -0.460 0.606 1.438 0.000
C 2.208 -3.105 -5.396 -0.503 -0.214 -0.268 0.000
C 3.041 -3.440 -6.461 0.470 0.775 1.237 0.000
C 4.401 -3.124 -6.382 -0.682 0.488 1.426 0.000
O 5.123 -3.689 -7.335 2.437 0.455 -1.775 0.000
C 6.538 -3.342 -7.584 -0.614 -0.862 1.360 0.000
C 4.925 -2.381 -5.312 -0.363 -0.638 -0.813 0.000
C 4.083 -2.002 -4.300 -1.805 -0.710 -0.496 0.000
C 0.631 -1.072 -3.527 0.512 -1.097 0.112 0.000
N -0.317 -0.570 -2.660 -1.060 0.320 -2.489 -0.003
C -1.301 0.080 -3.492 0.318 0.383 0.225 -0.001
C -2.518 0.792 -3.172 0.365 -0.511 2.465 0.003
C -2.927 1.968 -3.992 -2.665 -0.887 -0.552 0.000
C -2.029 2.870 -4.539 0.896 0.451 -0.287 0.000
C -2.400 3.988 -5.268 -0.926 0.060 -0.410 0.000
C -3.775 4.222 -5.532 1.717 0.918 0.068 0.000
O -4.150 5.255 -6.367 -0.665 -1.287 0.051 0.000
C -3.929 6.611 -6.023 0.962 0.444 1.016 0.000
C -4.710 3.360 -4.982 -1.105 -0.889 0.462 0.000
C -4.337 2.219 -4.252 2.081 0.709 -0.035 0.000
C -3.253 0.512 -1.905 2.182 -0.528 -0.113 -0.001
C -4.634 0.691 -1.535 1.352 -1.067 0.860 0.000
C -4.767 0.006 -0.337 -0.322 1.262 -0.513 -0.001
C -3.474 -0.386 0.138 -0.554 0.096 -1.008 0.001
N -2.564 -0.152 -0.858 -0.799 0.556 -0.602 -0.003
C -0.904 -0.052 -4.871 0.575 0.237 -0.159 0.000
C 0.292 -0.735 -4.895 -0.846 -0.270 0.409 -0.001
N 1.186 -2.110 -0.782 2.066 -0.411 0.341 -0.004
C 2.016 -3.503 2.672 1.302 -0.214 1.048 0.000
C 3.199 -2.854 3.120 0.029 -0.306 0.222 0.000
C 4.151 -3.518 3.909 -0.706 0.024 0.047 0.000
C 3.809 -4.801 4.354 0.598 0.446 0.427 0.000
O 4.661 -5.614 5.034 1.601 -0.838 1.865 0.000
C 5.595 -5.234 6.127 -1.338 0.414 -0.441 0.000
C 2.593 -5.401 4.072 -0.996 1.069 -0.668 0.000
C 1.678 -4.752 3.228 0.710 0.288 -0.671 0.000
H -8.422 0.460 6.833 0.075 -0.144 -0.057 0.000
H -8.684 0.658 5.114 0.807 0.365 0.113 0.000
H -7.634 1.811 6.145 0.058 0.426 -0.625 0.000
H -6.072 -2.341 4.868 -0.149 0.662 0.092 0.000
H -4.368 -2.651 3.109 0.197 -0.916 -0.006 0.000
H -4.687 1.494 2.007 -0.167 -0.870 0.172 0.000
H -6.289 1.925 3.809 0.420 -1.068 -0.174 0.000
H -2.442 -1.724 4.198 0.265 -0.191 -1.007 0.000
H -0.248 -3.013 4.168 0.111 0.236 -0.921 0.000
H 3.887 -3.568 0.628 -0.246 -0.104 0.024 0.000
H 4.139 -3.238 -1.988 -0.247 0.038 0.107 0.000
H 1.136 -3.421 -5.384 1.082 0.397 -0.075 0.000
H 2.743 -3.915 -7.360 -0.545 -0.619 -0.459 0.000
H 6.629 -3.614 -8.615 0.456 -0.139 -0.450 0.000
H 7.152 -4.003 -6.923 -0.357 0.467 -0.641 0.000
H 6.906 -2.305 -7.434 -0.986 -0.349 0.037 0.000
H 5.964 -2.146 -5.278 0.622 0.125 0.025 0.000
H 4.408 -1.483 -3.442 0.560 0.719 0.662 0.000
H -0.948 2.763 -4.461 -0.195 -0.391 0.390 0.000
H -1.597 4.638 -5.649 -0.772 -0.193 0.178 0.000
H -4.845 7.085 -5.670 -0.268 -0.085 -0.211 0.000
H -3.549 7.113 -6.906 -0.128 0.117 -0.219 0.000
H -3.197 6.733 -5.196 -0.418 -0.271 -0.674 0.000
H -5.794 3.555 -5.090 0.806 -0.006 -0.216 0.000
H -5.078 1.536 -3.851 0.118 0.231 -0.387 0.000
H -5.353 1.257 -2.082 -0.438 -0.116 0.000 0.000
H -5.684 -0.130 0.206 -0.130 0.031 0.067 0.000
H -1.481 0.324 -5.741 0.512 -0.345 0.863 0.000
H 0.787 -1.131 -5.767 0.113 0.315 0.042 0.000
H 3.361 -1.797 2.889 -0.021 -0.430 -0.362 0.000
H 5.105 -3.046 4.200 -0.710 -0.271 -0.208 0.000
H 6.342 -6.037 6.183 -0.268 0.347 -0.296 0.000
H 5.108 -5.169 7.158 0.165 -0.030 -1.509 0.000
H 6.054 -4.264 5.883 0.018 -0.400 0.223 0.000
H 2.375 -6.338 4.537 -0.049 -0.476 0.040 0.000
H 0.747 -5.193 2.845 0.454 -0.104 0.539 0.000
O -0.270 2.039 -1.313 -0.063 0.356 -0.615 -0.002
H -0.671 2.566 -0.618 -0.100 0.412 0.507 0.000
H -0.474 2.542 -2.124 0.136 -0.439 0.287 0.000
Se -1.543 6.159 -0.666 0.035 -0.055 0.173 0.000
C -1.999 6.492 -2.388 0.099 -0.409 -0.106 0.000
N -2.259 6.596 -3.516 0.219 0.295 0.366 0.000
C 4.018 4.265 5.518 -1.324 0.060 -0.804 0.000
C 3.160 3.635 4.408 -0.010 0.087 0.400 0.000
C 3.719 3.311 3.183 0.719 -0.647 -1.154 0.000
C 3.011 2.581 2.149 -0.316 0.536 2.611 0.000
C 3.847 2.126 0.996 -0.640 0.168 -1.749 0.000
C 1.642 2.298 2.415 -0.012 -0.401 0.688 0.000
C 1.034 2.694 3.683 0.621 -1.086 -1.354 0.000
C -0.363 2.361 4.171 0.038 1.027 -1.383 0.000
C 1.805 3.309 4.630 0.302 1.048 0.778 0.000
C 0.878 1.406 1.447 -0.478 0.694 0.060 0.000
O 1.538 0.615 0.694 0.162 0.246 0.585 -0.004
O -0.395 1.473 1.348 1.060 -0.304 -0.014 -0.002
H 3.413 4.467 6.382 -0.607 0.382 0.307 0.000
H 4.476 5.201 5.202 0.248 -0.183 -0.027 0.000
H 4.709 3.557 5.905 1.100 -0.541 -0.101 0.000
H 4.826 3.530 2.995 -1.644 -0.240 0.298 0.000
H 4.623 2.886 0.867 0.194 -0.349 -0.041 0.000
H 3.257 2.102 0.040 0.524 0.041 0.915 0.000
H 4.286 1.111 1.074 -0.282 0.597 0.333 0.000
H -0.386 1.515 4.814 0.108 -1.086 0.243 0.000
H -1.051 2.261 3.329 -0.046 -0.086 0.426 0.000
H -0.631 3.191 4.811 -0.494 0.265 -0.017 0.000
H 1.239 3.604 5.560 1.172 -0.282 -0.800 0.000
```
Forces are in eV/Å.

As for the expectation value of S²: 3.75. Its net charge is -1. The HOMO energy (spin up / spin down) is -4.20 / -4.20 eV. Its spin multiplicity is 4. The gap between HOMO and LUMO (spin up / spin down) comes out at 4.90 / 4.90 eV.

Record 6
Here is an isolated ion of composition C4H9OS2 and charge -1 at a distorted geometry from the OMol25 dataset. Energies are from ωB97M-V/def2-TZVPD.

The geometry in XYZ format:
```
16
Properties=species:S:1:pos:R:3:forces:R:3:nbo_charge:R:1
C -0.103 0.953 1.207 -0.082 -1.477 1.898 -0.614
C -1.016 -1.240 0.169 0.701 -0.117 0.952 -0.608
C 1.293 -0.406 -0.234 1.812 0.418 -0.761 -0.640
C -0.106 0.023 0.008 -1.296 -1.386 0.655 -0.281
O -0.617 0.087 -2.584 0.395 -1.069 -1.190 -1.060
S 0.240 2.558 -1.508 1.806 2.338 -0.185 -0.713
S -0.799 0.978 -1.426 -2.361 -1.258 1.102 1.065
H 0.861 1.421 1.113 0.091 0.860 0.585 0.224
H -0.902 1.654 1.352 -0.437 0.581 -0.756 0.216
H -0.171 0.388 2.199 0.558 0.225 -1.191 0.176
H -0.836 -2.075 -0.479 0.738 -0.067 -1.000 0.210
H -2.058 -1.097 0.043 -1.178 0.832 -0.051 0.207
H -0.906 -1.727 1.151 0.178 0.530 0.170 0.183
H 1.382 -0.979 -1.141 -0.161 0.019 -0.813 0.224
H 1.909 0.516 -0.335 -0.161 -0.588 -0.197 0.222
H 1.829 -1.054 0.466 -0.603 0.159 0.781 0.191
```
Forces are in eV/Å.

Its net charge is -1. The energy above the lowest of the compared OMol25 structures with the same formula, charge and spin is 0.00 kcal/mol. The HOMO energy is -2.86 eV. The gap between HOMO and LUMO comes out at 6.55 eV.